Record 1
121
Properties=species:S:1:pos:R:3 method="wB97M-V/def2-TZVPD" homo_lumo_gap_ev=8.1055 homo_ev=-10.59 charge=+1 relative_energy_kcal_mol=0.00 energy_ha=-3145.3944
C -1.402 -0.256 3.064
N -1.437 -0.953 1.750
C -0.335 -0.750 0.752
Si 0.997 0.610 1.031
C 2.324 0.613 -0.342
C 1.885 0.354 2.686
C 0.137 2.291 0.896
C 0.125 -2.164 0.259
N 1.538 -2.417 0.246
N -0.387 -2.495 -1.157
C -0.541 -3.723 -1.143
O -0.721 -4.872 -1.088
O -0.666 -3.009 1.109
C -1.791 -2.411 1.785
C -1.719 -3.152 3.136
N -2.914 -3.004 3.953
C -2.996 -2.813 0.900
C -4.320 -2.101 1.410
S -5.217 -1.345 0.014
C -4.869 0.381 0.011
N -5.150 1.284 0.853
N -4.665 2.459 0.336
C -4.148 2.187 -0.785
O -4.208 0.873 -1.074
H -1.437 0.831 2.969
H -0.589 -0.597 3.707
H -2.327 -0.540 3.588
H -2.241 -0.532 1.276
H -0.865 -0.370 -0.142
H 1.883 0.615 -1.348
H 2.995 -0.233 -0.171
H 2.915 1.558 -0.250
H 2.921 0.704 2.649
H 1.826 -0.711 2.947
H 1.362 0.941 3.457
H -0.726 2.415 1.567
H -0.241 2.462 -0.125
H 0.836 3.115 1.100
H 1.827 -2.317 -0.723
H 1.755 -3.380 0.491
H -0.797 -2.932 3.684
H -1.632 -4.216 2.857
H -2.737 -3.128 4.938
H -3.676 -3.582 3.632
H -3.114 -3.897 0.998
H -2.814 -2.532 -0.143
H -3.985 -1.328 2.114
H -4.941 -2.808 1.963
H -3.689 2.906 -1.449
C -2.388 -1.618 -6.524
C -2.243 -2.906 -7.021
C -1.921 -3.950 -6.163
C -1.752 -3.706 -4.807
C -1.900 -2.417 -4.310
C -2.213 -1.375 -5.169
H -2.638 -0.804 -7.193
H -2.382 -3.097 -8.077
H -1.802 -4.953 -6.552
H -1.504 -4.522 -4.138
H -1.767 -2.238 -3.247
H -2.324 -0.369 -4.779
C -7.883 -1.886 -3.515
C -8.542 -1.786 -4.734
C -7.813 -1.650 -5.909
C -6.425 -1.623 -5.867
C -5.769 -1.727 -4.649
C -6.495 -1.855 -3.476
H -8.450 -1.990 -2.598
H -9.623 -1.813 -4.767
H -8.328 -1.566 -6.858
H -5.856 -1.521 -6.783
H -4.689 -1.705 -4.610
H -5.969 -1.932 -2.532
C 1.994 8.277 1.270
C 3.194 7.628 1.528
C 3.190 6.354 2.077
C 1.985 5.724 2.359
C 0.784 6.371 2.097
C 0.789 7.649 1.557
H 1.998 9.273 0.845
H 4.134 8.117 1.302
H 4.126 5.850 2.284
H 1.983 4.726 2.783
H -0.156 5.879 2.316
H -0.146 8.157 1.358
C 5.569 3.552 -0.569
C 4.286 4.067 -0.450
C 3.809 4.971 -1.390
C 4.613 5.352 -2.455
C 5.896 4.834 -2.576
C 6.376 3.937 -1.631
H 5.942 2.849 0.167
H 3.656 3.765 0.379
H 2.810 5.378 -1.292
H 4.241 6.053 -3.190
H 6.523 5.130 -3.407
H 7.378 3.538 -1.723
C -3.298 -6.279 4.952
C -3.347 -7.090 3.825
C -3.815 -8.392 3.927
C -4.242 -8.881 5.154
C -4.196 -8.069 6.280
C -3.720 -6.769 6.180
H -2.930 -5.268 4.873
H -3.019 -6.707 2.865
H -3.847 -9.027 3.051
H -4.611 -9.895 5.233
H -4.531 -8.451 7.236
H -3.680 -6.138 7.060
C 10.748 5.321 -0.391
C 11.947 4.670 -0.134
C 11.942 3.394 0.412
C 10.737 2.764 0.693
C 9.538 3.414 0.434
C 9.543 4.694 -0.104
H 10.752 6.318 -0.813
H 12.887 5.158 -0.360
H 12.878 2.889 0.617
H 10.734 1.767 1.115
H 8.598 2.922 0.652
H 8.608 5.202 -0.302


Record 2
122
Properties=species:S:1:pos:R:3 method="wB97M-V/def2-TZVPD" homo_lumo_gap_ev=6.6438 homo_ev=-12.68 charge=+2 relative_energy_kcal_mol=0.00 energy_ha=-4078.2633
Pb -0.322 0.489 -0.760
C 2.965 2.583 1.196
O 2.121 2.681 0.039
Si 0.517 4.297 -0.353
C 1.139 5.287 1.121
C 1.534 4.901 -1.820
C -0.992 3.343 -0.435
Si -2.173 3.997 0.955
C -4.024 3.567 0.883
C -1.576 3.342 2.623
C -2.213 5.883 0.986
Si -1.741 3.509 -2.199
C -3.509 2.884 -2.421
C -1.771 5.293 -2.796
C -0.739 2.432 -3.414
H 3.148 3.573 1.602
H 2.644 3.038 -0.702
H 3.925 2.146 0.927
H 2.221 5.400 1.109
H 0.839 4.872 2.084
H 0.729 6.299 1.073
H 2.565 5.119 -1.532
H 1.114 5.833 -2.202
H 1.546 4.194 -2.654
H -4.312 2.548 1.151
H -4.487 3.807 -0.074
H -4.502 4.211 1.626
H -1.518 2.255 2.684
H -2.260 3.676 3.408
H -0.587 3.724 2.887
H -2.602 6.284 0.047
H -1.240 6.341 1.160
H -2.878 6.227 1.782
H -4.243 3.569 -1.998
H -3.700 1.884 -2.024
H -3.704 2.836 -3.496
H -2.366 5.908 -2.116
H -2.235 5.363 -3.783
H -0.782 5.744 -2.867
H -0.953 1.367 -3.280
H 0.344 2.575 -3.349
H -1.038 2.655 -4.442
C 2.313 -7.019 0.638
C 1.991 -5.753 -0.158
C 2.379 -5.976 -1.638
C 0.507 -5.426 -0.119
C -0.484 -6.399 -0.086
C -1.829 -6.074 -0.159
C -2.220 -4.753 -0.256
C -1.253 -3.753 -0.275
P -1.762 -1.998 -0.336
C -2.965 -2.018 1.033
C -4.345 -2.100 0.893
C -5.154 -2.016 2.018
C -4.593 -1.868 3.278
C -3.212 -1.844 3.425
C -2.402 -1.914 2.304
C -2.623 -1.926 -1.942
C -3.702 -1.074 -2.179
C -4.230 -0.957 -3.457
C -3.660 -1.650 -4.515
C -2.569 -2.481 -4.290
C -2.053 -2.622 -3.012
C 0.089 -4.103 -0.217
O 0.977 -3.050 -0.259
C 2.243 -3.272 0.206
C 2.967 -2.133 0.541
C 4.267 -2.272 1.023
C 4.805 -3.532 1.184
C 4.064 -4.654 0.846
C 2.775 -4.553 0.342
P 2.241 -0.475 0.287
C 3.386 0.187 -0.986
C 2.846 0.304 -2.269
C 3.590 0.819 -3.319
C 4.904 1.207 -3.103
C 5.469 1.046 -1.845
C 4.720 0.541 -0.792
C 2.438 0.250 1.954
C 2.407 -0.609 2.974
C 2.096 -0.169 4.372
C 2.565 1.240 4.623
C 2.638 2.094 3.617
C 2.248 1.721 2.213
H 1.767 -7.870 0.236
H 2.057 -6.904 1.692
H 3.370 -7.267 0.557
H 1.808 -6.808 -2.051
H 3.443 -6.208 -1.718
H 2.175 -5.084 -2.234
H -0.208 -7.442 -0.013
H -2.575 -6.858 -0.141
H -3.268 -4.486 -0.310
H -4.791 -2.240 -0.084
H -6.230 -2.066 1.907
H -5.231 -1.775 4.147
H -2.770 -1.766 4.410
H -1.322 -1.884 2.400
H -4.143 -0.520 -1.361
H -5.094 -0.327 -3.625
H -4.063 -1.543 -5.513
H -2.129 -3.031 -5.112
H -1.217 -3.289 -2.836
H 4.845 -1.400 1.295
H 5.810 -3.645 1.569
H 4.514 -5.629 0.974
H 1.836 -0.046 -2.460
H 3.143 0.913 -4.301
H 5.491 1.613 -3.916
H 6.507 1.306 -1.683
H 5.192 0.417 0.175
H 2.537 -1.673 2.824
H 2.472 -0.851 5.129
H 2.801 1.515 5.642
H 2.964 3.113 3.797
H 1.175 1.954 2.109
O -2.598 0.772 0.325
H -3.055 1.515 -0.095
H -2.593 0.943 1.280
O 0.157 -0.234 5.683
N 0.575 -0.139 4.557
O -0.110 0.024 3.559


Record 3
127
Properties=species:S:1:pos:R:3 method="wB97M-V/def2-TZVPD" homo_lumo_gap_ev="4.3563 / 5.1290" spin_multiplicity=2 homo_ev="-14.19 / -14.37" charge=+3 relative_energy_kcal_mol=16.49 energy_ha=-9401.7847
W -0.222 -0.214 -0.896
C 6.161 -1.317 -1.593
C 5.072 -0.970 -2.599
N 4.118 -0.049 -2.012
C 2.797 -0.191 -1.961
S 1.898 0.984 -1.007
N 2.169 -1.167 -2.545
N 0.801 -1.162 -2.425
C 0.160 -2.172 -3.066
C 0.869 -3.126 -3.971
C -1.237 -2.173 -2.854
C -2.140 -3.091 -3.421
C -3.499 -2.917 -3.256
C -3.952 -1.772 -2.583
C -3.041 -0.917 -2.014
N -1.685 -1.125 -2.028
H 6.904 -1.948 -2.068
H 5.757 -1.845 -0.733
H 6.656 -0.415 -1.242
H 4.529 -1.858 -2.921
H 5.526 -0.500 -3.476
H 4.510 0.747 -1.531
H 1.869 -2.750 -4.179
H 0.329 -3.244 -4.909
H 0.955 -4.108 -3.502
H -1.748 -3.930 -3.971
H -4.200 -3.622 -3.672
H -5.004 -1.552 -2.516
H -3.378 0.004 -1.531
N 2.203 1.441 1.945
C 1.093 2.365 2.045
C 0.964 3.145 3.367
C 0.740 2.222 4.576
C -0.257 2.790 5.581
N -1.557 2.955 4.943
C -2.583 3.598 5.483
N -3.705 3.763 4.777
N -2.512 4.074 6.722
C -0.183 1.602 1.687
O -1.308 1.935 2.075
O -0.023 0.597 0.882
H 2.284 0.865 2.775
H 3.077 1.933 1.812
H 1.203 3.100 1.229
H 0.137 3.846 3.259
H 1.876 3.727 3.502
H 1.680 2.053 5.105
H 0.365 1.251 4.240
H 0.102 3.756 5.951
H -0.349 2.096 6.424
H -1.621 2.609 3.987
H -3.779 3.431 3.831
H -4.508 4.224 5.171
H -1.698 3.926 7.293
H -3.278 4.572 7.143
C -5.601 3.970 -2.486
C -5.126 3.921 -1.184
C -3.909 3.317 -0.919
C -3.153 2.772 -1.961
C -3.637 2.815 -3.264
C -4.862 3.415 -3.520
As -1.376 1.989 -1.450
C -0.515 1.686 -3.194
C -0.789 0.695 -4.135
C 0.035 0.543 -5.241
C 1.124 1.382 -5.422
C 1.341 2.436 -4.552
C 0.521 2.612 -3.442
C 0.576 3.733 -2.508
C 1.390 4.853 -2.633
C 1.270 5.897 -1.734
C 0.350 5.838 -0.699
C -0.461 4.722 -0.546
C -0.352 3.674 -1.450
H -6.545 4.449 -2.698
H -5.704 4.357 -0.384
H -3.511 3.263 0.094
H -3.057 2.388 -4.075
H -5.235 3.455 -4.532
H -1.681 0.082 -4.053
H -0.186 -0.224 -5.966
H 1.779 1.237 -6.267
H 2.142 3.132 -4.742
H 2.098 4.920 -3.444
H 1.887 6.774 -1.854
H 0.248 6.669 -0.019
H -1.199 4.666 0.249
C 0.247 -5.684 -0.788
Ge 1.669 -4.507 -0.042
C 3.188 -4.253 -1.308
C 2.197 -5.212 1.733
Ge 0.667 -2.157 0.334
C 1.815 -1.721 1.908
C 3.199 -1.873 1.780
C 4.050 -1.704 2.857
C 3.528 -1.400 4.105
C 2.162 -1.205 4.247
C 1.320 -1.341 3.157
C -0.897 -3.040 1.214
C -0.934 -3.539 2.519
C -1.974 -4.344 2.953
C -3.013 -4.669 2.096
C -3.003 -4.187 0.794
C -1.955 -3.396 0.365
H 0.665 -6.689 -0.813
H -0.057 -5.415 -1.796
H -0.631 -5.706 -0.148
H 3.214 -5.095 -1.994
H 4.128 -4.222 -0.766
H 3.075 -3.337 -1.883
H 2.779 -6.110 1.542
H 1.321 -5.491 2.309
H 2.803 -4.522 2.307
H 3.608 -2.149 0.813
H 5.115 -1.831 2.736
H 4.179 -1.308 4.960
H 1.752 -0.966 5.216
H 0.259 -1.146 3.272
H -0.119 -3.313 3.189
H -1.956 -4.737 3.959
H -3.817 -5.306 2.430
H -3.796 -4.455 0.114
H -1.934 -3.069 -0.667
N -2.333 -0.454 0.751
H -2.420 0.478 1.185
H -2.016 -1.066 1.511
H -3.284 -0.770 0.555